Entry 1:
Density functional theory data (ωB97M-V with the def2-TZVPD basis set) for one molecule with the formula C3H4N4O in a non-equilibrium geometry.

Its HOMO-LUMO gap is 9.470 eV. As for the largest force on an atom: 7.68 eV/A. Its energy relative to the best compared isomer or geometry (same formula, charge and spin) is 467.96 kJ/mol. The LUMO energy comes out at 0.21 eV.

Structure (XYZ):
```
12
Properties=species:S:1:pos:R:3:mulliken_charge:R:1
C 0.2437 0.6789 0.5498 0.036
C -0.3529 -0.5113 -1.4093 -0.510
C 0.1825 -0.5949 -0.1425 1.051
H 0.4868 1.5063 2.1742 0.332
H 0.5587 -0.0977 2.6116 0.310
H -0.2496 -1.1734 -2.1771 0.389
H 0.3496 -2.5024 -0.6919 0.375
N 0.8145 0.6673 1.7872 -0.591
N -0.3243 1.6190 -0.0358 -0.067
N -0.9505 1.6851 -1.1676 -0.671
N -0.9489 0.6419 -1.7661 -0.130
O 0.1905 -1.9188 0.2676 -0.523
```

Entry 2:
Density functional theory data (ωB97M-V with the def2-TZVPD basis set) for C22H31F3HgN8O2SSe as an isolated structure.

As for the expectation value of S²: 0.766. Its charge is -1. As for the spin multiplicity: 2. Its HOMO-LUMO gap (alpha / beta) is 4.867 / 6.628 eV. As for the largest force on an atom: 0.47 eV/A. Its energy relative to the best compared isomer or geometry (same formula, charge and spin) is 35.16 kJ/mol. The LUMO energy (alpha / beta) comes out at 2.31 / 2.31 eV.

Structure (XYZ):
```
69
Properties=species:S:1:pos:R:3:mulliken_charge:R:1
Hg -0.2840 -0.4323 0.1327 2.572
C 4.1527 -1.7707 -0.4647 -1.916
C 2.8399 -1.1220 -0.1431 0.422
N 1.7259 -1.6327 -0.4695 0.374
C 1.5498 -2.9258 -1.0633 -0.831
C 0.2351 -2.9714 -1.8605 -1.267
N -0.9339 -2.3944 -1.1924 0.045
C -1.8018 -3.2504 -0.3848 -0.891
C -1.3367 -3.4276 1.0652 -0.915
N -1.0986 -2.1569 1.7303 0.548
C -2.1002 -1.6251 2.6417 -0.811
C -2.0026 -0.0651 2.8214 -0.849
N -0.8027 0.4428 2.2327 0.407
C 0.0778 1.2661 2.7652 0.457
C -0.2134 2.0740 4.0017 -1.853
C 1.3553 1.3402 2.1302 0.148
C 2.4603 2.1273 2.5517 -1.058
C 3.6949 1.8971 2.0245 -1.018
C 3.8880 0.8236 1.1120 -0.821
C 2.7794 0.1371 0.6881 0.323
N 1.5532 0.4798 1.0893 0.084
H 4.2072 -2.7401 0.0366 0.306
H 5.0027 -1.1855 -0.1318 0.421
H 4.2334 -1.9226 -1.5433 0.372
H 1.5468 -3.6632 -0.2519 0.282
H 2.3577 -3.2083 -1.7475 0.523
H 0.0436 -4.0104 -2.1585 0.371
H 0.3875 -2.3796 -2.7642 0.473
H -1.4986 -1.8948 -1.8652 0.212
H -1.9210 -4.2407 -0.8459 0.395
H -2.7818 -2.7685 -0.3791 0.366
H -0.3947 -3.9827 1.0879 0.228
H -2.0746 -4.0474 1.5899 0.473
H -0.1865 -2.2401 2.1798 -0.604
H -2.0172 -2.1089 3.6231 0.438
H -3.0890 -1.8691 2.2432 0.359
H -2.0925 0.1573 3.8904 0.289
H -2.8668 0.3860 2.3211 0.245
H -0.7928 2.9701 3.7563 0.239
H 0.6960 2.3835 4.5115 0.443
H -0.8014 1.4920 4.7121 0.413
H 2.3367 2.8896 3.3092 0.391
H 4.5422 2.4865 2.3507 0.410
H 4.8823 0.5548 0.7929 0.336
Se 1.7821 -2.7548 3.4861 -0.328
C 3.1026 -3.6492 2.6031 0.237
N 3.9405 -4.2241 2.0393 -0.715
F 2.3156 2.9665 -1.8276 -0.278
C 1.8114 2.0456 -2.6518 0.576
F 2.7730 1.1358 -2.8718 -0.252
F 1.5819 2.6671 -3.8408 -0.308
C 0.4882 1.4073 -2.1336 0.593
O -0.1248 2.0508 -1.2711 -0.593
O 0.1928 0.3237 -2.6876 -0.778
S -3.1489 0.0475 -0.5902 -0.358
C -3.0321 1.4009 -1.6104 0.190
N -2.4699 1.3386 -2.8198 -0.049
C -2.1979 2.5134 -3.6414 -0.244
C -3.2034 3.6091 -3.3452 -0.825
C -3.2345 3.8352 -1.8450 -0.542
N -3.5588 2.5701 -1.2066 -0.193
H -1.7768 0.6052 -2.9037 0.180
H -2.2441 2.2120 -4.6884 0.350
H -1.1868 2.8725 -3.4406 0.167
H -4.1979 3.3129 -3.6881 0.318
H -2.9197 4.5235 -3.8662 0.391
H -3.9926 4.5669 -1.5659 0.418
H -2.2595 4.1918 -1.4981 0.257
H -3.8980 2.5603 -0.2600 0.253
```

Entry 3:
Density functional theory data (ωB97M-V with the def2-TZVPD basis set) for a 4-piece molecular cluster, C3H11N2O4 overall in a non-equilibrium geometry.

Its charge is -1. Its HOMO-LUMO gap is 8.149 eV. As for the largest force on an atom: 2.01 eV/A. Its energy relative to the best compared isomer or geometry (same formula, charge and spin) is 36.89 kJ/mol. The LUMO energy comes out at 3.66 eV.

Structure (XYZ):
```
20
Properties=species:S:1:pos:R:3:mulliken_charge:R:1
O 0.2524 -0.4334 -0.6020 -0.733
C 0.3506 -0.7157 0.6106 0.681
N -0.4651 -1.5295 1.2536 -0.926
C -1.3175 2.1875 0.2811 0.168
O -1.9842 2.4730 1.2409 -0.461
C 1.4360 0.0216 1.4272 -0.680
N 2.5840 0.4779 0.6618 -0.697
H -0.2539 -1.5302 2.2487 0.127
H -1.6335 2.4806 -0.7311 0.261
H -0.2970 1.8249 0.4254 0.008
H 1.7773 -0.5948 2.2634 0.371
H 0.9988 0.8741 1.9453 0.320
H 2.8744 -0.2097 -0.0333 0.282
H 2.3585 1.3048 0.1127 0.289
H -0.5396 -1.8689 -3.2687 0.302
H 0.2786 -0.7212 -2.6987 0.373
O 0.3196 -1.4499 -3.3334 -0.646
H -1.6004 -0.8131 -1.0072 0.331
H -2.5663 -0.9715 0.0778 0.338
O -2.5725 -0.8065 -0.8741 -0.709
```

Entry 4:
Density functional theory data (ωB97M-V with the def2-TZVPD basis set) for an isolated ion of composition C3H4N3O and charge -1 in a non-equilibrium geometry.

Its charge is -1. Its HOMO-LUMO gap is 6.324 eV. As for the largest force on an atom: 4.98 eV/A. Its energy relative to the best compared isomer or geometry (same formula, charge and spin) is 342.60 kJ/mol. The LUMO energy comes out at 4.18 eV.

Structure (XYZ):
```
11
Properties=species:S:1:pos:R:3:mulliken_charge:R:1
C -1.0487 -0.8111 -0.7301 -0.927
C -0.9385 0.3876 -1.2270 0.012
C 0.6628 -0.1421 0.7864 0.102
N 0.6809 0.9894 0.2938 -0.495
N -0.2694 1.3897 -0.5730 -0.010
N 1.2674 -0.8520 1.6373 0.071
O 1.2901 -0.6296 2.9369 -0.760
H -1.5245 -1.5351 -1.3604 0.164
H -1.4940 0.6289 -2.1578 0.316
H 0.0091 2.3970 -1.0410 0.273
H 1.3647 -1.8226 1.4348 0.254
```

Entry 5:
Density functional theory data (ωB97M-V with the def2-TZVPD basis set) for one molecule with the formula C6H7N in a non-equilibrium geometry.

Its HOMO-LUMO gap is 11.048 eV. As for the largest force on an atom: 1.04 eV/A. Its energy relative to the best compared isomer or geometry (same formula, charge and spin) is 247.73 kJ/mol. The LUMO energy comes out at 0.70 eV.

Structure (XYZ):
```
14
Properties=species:S:1:pos:R:3:mulliken_charge:R:1
C -0.2306 1.5704 0.3227 -1.359
C 0.2273 0.1128 0.2564 0.927
C -0.6972 -0.7243 -0.6748 -0.569
C -2.0212 -0.9057 -0.0786 0.274
N -3.0468 -1.0322 0.4397 -0.423
C 1.6166 -0.2710 0.0143 -1.277
C 2.6155 -0.9454 0.0465 0.023
H -0.4331 2.0313 -0.6490 0.340
H -1.1693 1.5689 0.8893 0.383
H 0.4948 2.1819 0.8622 0.374
H 0.2081 -0.2186 1.2997 0.176
H -0.8244 -0.2244 -1.6462 0.330
H -0.2634 -1.7058 -0.8909 0.351
H 3.5237 -1.4379 -0.1915 0.449
```

Entry 6:
Density functional theory data (ωB97M-V with the def2-TZVPD basis set) for one molecule with the formula C5H12O.

Its HOMO-LUMO gap is 11.181 eV. As for the largest force on an atom: 0.49 eV/A. Its energy relative to the best compared isomer or geometry (same formula, charge and spin) is 27.96 kJ/mol. The LUMO energy comes out at 0.96 eV.

Structure (XYZ):
```
18
Properties=species:S:1:pos:R:3:mulliken_charge:R:1
C -1.1428 0.7991 -1.3812 -1.412
C -0.6349 -0.3807 -0.5495 0.841
C -1.7485 -0.9435 0.3327 -1.559
C 0.5844 -0.0081 0.2976 -0.705
C 1.8047 0.3827 -0.5255 -0.500
O 2.9500 0.1877 0.2817 -0.502
H -0.3705 1.1901 -2.0538 0.355
H -1.4660 1.6201 -0.7276 0.316
H -2.0000 0.5051 -1.9983 0.400
H -0.3192 -1.1760 -1.2431 0.175
H -2.1017 -0.1854 1.0431 0.331
H -1.3960 -1.8050 0.9107 0.378
H -2.6069 -1.2677 -0.2666 0.402
H 0.3269 0.7992 0.9979 0.280
H 0.8807 -0.8711 0.9049 0.322
H 1.7379 1.4297 -0.8614 0.230
H 1.8436 -0.2472 -1.4289 0.342
H 3.7141 0.0760 -0.2891 0.305
```